An isolated molecule of C22H21N5O4 at a distorted geometry. Source: the Open Molecules 2025 dataset; level of theory: the ωB97M-V functional and the def2-TZVPD basis.

```
! wB97M-V def2-TZVPD RIJCOSX def2/J DEFGRID3
* xyz 0 1
H 1.046 -0.645 0.522
C 0.299 0.045 0.161
C -4.491 0.962 -0.516
H -9.153 -1.431 0.276
C -7.257 -0.979 1.189
H -4.488 1.930 0.005
H 3.036 0.185 -1.504
C 5.708 -2.495 -1.667
H 1.730 3.456 0.731
C -8.191 -0.956 0.165
N -6.688 0.285 -1.205
H -0.114 3.073 -1.227
H -8.544 -0.251 -1.842
C 3.571 -0.154 0.405
C -2.083 0.508 -0.167
C -1.040 -0.354 0.263
O 3.535 0.121 1.593
N -1.279 -1.640 0.795
H -7.475 -1.473 2.125
H 6.307 -2.478 -2.566
O 4.132 3.968 -0.274
C 2.426 2.616 0.743
C 4.850 -3.678 0.236
C -0.373 2.113 -0.805
H -3.566 -0.765 0.295
C -6.035 -0.356 0.996
H 5.156 -0.437 -1.829
H 6.113 -4.555 -1.254
H 4.771 -4.585 0.817
C 0.651 1.261 -0.367
H 4.480 1.881 2.041
H 2.225 2.316 -1.362
C -1.690 1.754 -0.707
C 5.602 -3.661 -0.927
N -3.376 0.164 -0.072
N 4.713 2.702 1.502
H 2.317 2.065 1.674
C 5.049 -1.349 -1.259
C 3.840 3.167 0.588
C 2.093 1.713 -0.454
C 4.202 -2.532 0.657
O -0.326 -2.356 1.041
H -4.441 1.154 -1.594
C -7.854 -0.304 -1.011
O -2.441 -2.003 0.988
H -5.290 -0.348 1.776
N 3.001 0.582 -0.578
C -5.793 0.262 -0.227
H 5.683 2.961 1.414
H -2.452 2.432 -1.053
H 3.617 -2.527 1.564
C 4.286 -1.365 -0.095
*
```

Summary:
E_LUMO, eV: -0.5
SMILES string: NC(=O)C[C@@H](NC(=O)c1ccccc1)c1ccc(NCc2ccccn2)c([N+](=O)[O-])c1
Relative energy (zero: lowest compared OMol25 entry of this formula, charge and spin), eV: 2.5121
Kohn-Sham gap, eV: 7.81
Total energy, hartree: -1425.6675